The following is a DFT calculation (the ωB97M-V functional and the def2-TZVPD basis) of C41H34BrCl2FeN5O4P as an isolated structure.

```
89
Properties=species:S:1:pos:R:3:forces:R:3:lowdin_charge:R:1
H 3.205878 2.637981 -0.288773 -0.002 0.026 -0.030 0.107
H -0.854904 1.371380 4.909840 0.004 -0.001 0.016 0.159
N 0.025470 2.558957 -0.674997 0.003 0.040 0.135 0.053
H 0.169032 3.534298 3.168767 -0.009 0.006 0.000 0.088
H -1.984252 2.904115 -0.915507 0.034 0.062 -0.020 0.101
H 2.463591 4.862778 -0.491601 0.001 -0.005 -0.002 0.109
H -3.603420 0.723601 -1.722618 0.018 0.032 0.001 0.109
C 4.348661 -0.947788 0.367053 -0.007 0.017 0.005 -0.092
H 4.522537 0.878150 3.759902 -0.001 0.001 0.001 0.104
H -4.825400 -2.932545 4.021604 -0.002 -0.003 0.003 0.098
H 1.422590 -1.414381 -2.546380 -0.014 0.015 -0.001 0.089
C 0.432064 -0.586591 2.808861 0.051 0.019 0.041 -0.153
H 2.468405 -2.123907 -4.661900 0.003 -0.006 0.000 0.101
C -4.853597 -1.016603 -1.488196 -0.027 -0.005 -0.014 -0.038
C -4.741757 0.185262 2.683666 0.043 0.016 -0.013 -0.015
H -0.078076 -1.069723 4.918343 -0.007 0.003 0.010 0.112
Cl 1.054926 1.793199 -4.861020 0.018 -0.010 0.004 0.623
N 0.278218 0.575877 2.076654 -0.075 -0.031 -0.059 0.080
C -0.888544 -4.137642 -0.695687 -0.010 0.027 0.006 -0.053
C -3.244298 -2.127140 2.820337 0.011 -0.020 -0.023 -0.657
C 0.347726 -4.653231 -0.352182 -0.009 -0.011 -0.013 -0.084
H 2.806511 1.512428 2.107876 -0.003 0.003 0.003 0.092
H 6.120550 -0.940328 3.251450 0.001 0.003 0.000 0.103
H -0.483030 3.097191 1.581054 0.008 -0.006 0.019 0.051
H -5.768535 -2.927013 -1.116386 0.000 -0.001 -0.008 0.109
C -4.843286 -2.367474 -1.169711 -0.005 0.009 0.010 -0.049
C 5.304938 -1.312402 1.302677 0.004 -0.002 0.003 -0.075
C 2.333858 -0.937413 -2.884168 0.016 -0.037 0.022 -0.115
H 1.899843 -1.794845 0.479184 -0.010 0.001 -0.037 0.038
H -1.553636 3.148013 2.966256 -0.008 0.012 0.013 0.086
C -0.531806 0.997198 -4.778601 0.000 -0.012 -0.003 -0.975
C -0.543995 2.894746 2.643254 -0.011 -0.021 -0.007 0.013
H -1.771527 5.369223 -1.032295 -0.003 -0.006 0.000 0.110
H -1.672363 -4.806693 -1.029283 0.023 -0.010 -0.002 0.105
N -2.489245 -0.930943 -1.233072 -0.115 0.154 0.116 0.083
C 4.071099 -0.706307 -4.529023 0.011 0.007 -0.010 -0.082
H 0.533540 -5.717741 -0.414259 -0.004 -0.002 0.004 0.102
N -0.431503 0.906985 4.125990 -0.005 -0.071 -0.008 0.113
H -6.171593 -0.855539 3.894816 0.001 0.001 0.004 0.104
C -3.638936 -2.987251 -0.900007 0.033 0.020 -0.022 -0.008
C 3.516556 0.729515 1.876293 0.009 -0.009 -0.005 -0.103
H 0.515829 6.377413 -0.780323 0.000 0.003 -0.006 0.109
H -5.305606 1.105914 2.620466 -0.005 0.002 -0.002 0.117
C 2.924698 -1.336670 -4.076927 -0.028 0.024 -0.004 -0.094
H -1.181320 1.490351 -5.489910 -0.003 0.001 0.005 0.059
H 0.827105 -1.486023 2.370867 -0.036 0.024 0.033 0.088
H -5.773767 -0.493119 -1.706186 0.002 -0.003 0.001 0.108
C -4.464684 -2.075684 3.469540 -0.018 0.028 -0.003 -0.125
P 2.137079 0.535139 -0.545468 0.000 0.118 -0.118 1.058
Cl -0.427158 -0.713204 -5.246688 -0.005 0.008 -0.002 0.614
C -2.467983 -2.233604 -0.953983 0.092 0.036 0.035 -0.231
C -5.213358 -0.905923 3.393897 -0.005 -0.037 0.019 -0.070
O -2.038920 1.085837 0.442649 0.205 0.056 0.071 -0.177
N 2.295976 2.221547 -0.408806 0.100 -0.061 -0.033 -0.097
Br -2.202033 -3.712604 2.895684 0.006 0.012 0.008 0.756
H -3.600014 -4.027440 -0.610083 -0.027 0.004 -0.008 0.107
C -0.895083 4.753622 -0.896254 0.027 0.009 -0.010 -0.044
C 1.093509 -2.418182 0.117533 -0.002 -0.022 0.045 -0.172
O -2.127657 1.809477 -3.245560 -0.015 -0.058 0.064 0.047
Fe -0.567422 0.268994 -0.500280 -0.375 -0.327 -0.158 0.959
C -3.652662 -0.332842 -1.497907 0.049 -0.064 -0.048 -0.098
C -2.763686 -1.051446 2.096003 0.001 -0.001 -0.052 -0.086
C 1.239947 3.091274 -0.567655 -0.057 0.072 -0.067 -0.370
C 1.340003 -3.784754 0.073525 0.014 0.004 0.016 -0.078
C 3.447858 0.080438 0.643906 -0.019 -0.057 0.014 -0.344
H 5.537752 0.816267 -4.140307 -0.001 0.002 -0.001 0.103
C 1.459246 4.472928 -0.593320 -0.001 -0.036 -0.001 -0.016
C -3.024032 1.306520 1.244340 -0.074 -0.068 0.036 -0.581
H 6.002675 -2.107517 1.073797 -0.002 -0.004 0.001 0.105
C -0.009617 -0.403120 4.077755 0.023 0.040 0.006 -0.081
C 4.642302 0.321857 -3.786091 0.003 -0.013 -0.002 -0.083
C -0.242260 1.461001 2.904090 0.061 0.005 0.035 -0.382
O -3.561317 2.393313 1.391724 0.017 -0.025 -0.051 0.060
C -1.129400 -2.765864 -0.629809 0.008 -0.013 -0.010 -0.208
C -1.114375 1.139814 -3.363121 -0.067 0.160 -0.010 -0.751
H 4.304784 -1.462000 -0.585104 0.006 -0.002 -0.007 0.108
C 0.374802 5.304338 -0.758113 -0.035 -0.006 0.011 -0.061
H 4.530974 1.490483 -2.001155 -0.003 0.010 -0.011 0.103
H -1.808963 -1.116580 1.591219 -0.081 -0.028 0.039 0.068
H 2.311880 -4.165453 0.365601 0.002 0.006 0.003 0.103
H 4.521013 -1.007554 -5.466426 -0.001 -0.002 0.000 0.105
O -0.444263 0.551389 -2.453597 0.336 -0.311 0.120 -0.181
C 5.372209 -0.655667 2.523154 0.004 -0.010 0.002 -0.083
C -0.131142 -1.855254 -0.242317 -0.033 0.227 -0.107 -0.133
C 4.477602 0.366034 2.807354 -0.004 0.001 0.007 -0.077
C 2.906428 0.080395 -2.130325 0.082 0.022 0.034 -0.364
C -3.517282 0.112034 2.026548 -0.006 -0.027 0.033 -0.113
C 4.067919 0.704157 -2.587255 -0.043 0.014 0.011 -0.099
C -1.019868 3.382594 -0.844908 -0.059 0.080 -0.082 -0.122
```
Positions in Å, forces in eV/Å.

Properties
Energy in eV: -197476.4049
Molar mass in g mol⁻¹: 898.4
Energy above the lowest of the compared OMol25 structures with the same formula, charge and spin in kJ/mol: 0.0
Multiplicity: 6
LUMO (spin up / spin down) in hartree: 0.019 / -0.015
<S²>: 8.760